Record 1
This record from OMol25 describes a molecular structure, C46H74GeNOsP2Si. The level of theory is wB97M-V/def2-TZVPD.

Spin multiplicity = 1
Electronic energy = -135829.0909 eV
Total charge = +1
E_HOMO = -10.30 eV
F_max = 0.012 Eh/bohr

Geometry as XYZ:
```
126
Properties=species:S:1:pos:R:3:lowdin_charge:R:1
Os 0.46 0.62 -0.71 0.72
C 0.87 4.11 0.46 -0.18
Si 0.15 2.40 0.77 0.46
C 0.84 1.90 2.46 -0.31
C 0.48 2.48 3.67 -0.08
C 1.01 2.01 4.87 -0.06
C 1.90 0.95 4.86 -0.06
C 2.29 0.37 3.65 -0.10
C 1.76 0.84 2.45 -0.35
P 2.17 0.25 0.78 0.95
C 3.90 0.76 0.35 -0.39
C 5.02 0.14 1.21 -0.18
C 5.45 0.94 2.44 -0.19
C 5.69 2.41 2.13 -0.19
C 4.46 3.01 1.46 -0.19
C 4.16 2.26 0.16 -0.19
C 2.38 -1.61 0.70 -0.39
C 2.18 -2.41 2.01 -0.19
C 1.76 -3.86 1.73 -0.18
C 2.45 -4.39 0.47 -0.19
C 1.93 -3.64 -0.76 -0.17
C 1.52 -2.19 -0.42 -0.25
C -1.71 2.69 0.79 -0.27
C -2.29 3.96 0.92 -0.08
C -3.63 4.17 0.64 -0.06
C -4.42 3.12 0.20 -0.06
C -3.87 1.84 0.10 -0.08
C -2.54 1.63 0.42 -0.37
P -1.71 0.01 0.45 1.00
C -2.87 -1.18 -0.36 -0.41
C -2.15 -2.50 -0.75 -0.21
C -3.15 -3.63 -1.04 -0.18
C -4.45 -3.10 -1.64 -0.19
C -5.16 -2.17 -0.63 -0.17
C -4.18 -1.53 0.36 -0.20
C -1.71 -0.39 2.26 -0.39
C -2.94 0.14 3.05 -0.17
C -3.27 -0.77 4.24 -0.19
C -2.00 -1.18 4.97 -0.18
C -1.08 -2.02 4.05 -0.17
C -1.44 -1.86 2.57 -0.20
H 0.56 4.77 1.28 0.04
H 0.50 4.55 -0.47 0.05
H 1.96 4.12 0.45 0.01
H -0.23 3.30 3.69 0.11
H 0.71 2.46 5.81 0.11
H 2.31 0.57 5.79 0.11
H 3.01 -0.44 3.67 0.10
H 3.96 0.29 -0.64 0.11
H 5.89 0.05 0.55 0.12
H 4.77 -0.89 1.51 0.09
H 6.34 0.48 2.86 0.12
H 4.68 0.89 3.22 0.08
H 6.55 2.52 1.46 0.12
H 5.94 2.95 3.05 0.11
H 4.61 4.07 1.24 0.12
H 3.61 2.94 2.14 0.11
H 5.04 2.35 -0.48 0.13
H 3.35 2.72 -0.38 0.05
H 3.43 -1.73 0.38 0.10
H 1.44 -1.94 2.65 0.07
H 3.12 -2.41 2.57 0.11
H 0.68 -3.93 1.59 0.10
H 2.00 -4.48 2.60 0.12
H 2.30 -5.46 0.36 0.11
H 3.53 -4.24 0.57 0.12
H 1.06 -4.17 -1.17 0.11
H 2.68 -3.63 -1.54 0.11
H 0.47 -2.17 -0.12 0.06
H 1.61 -1.59 -1.33 0.08
H -1.67 4.81 1.20 0.10
H -4.06 5.16 0.74 0.11
H -5.46 3.28 -0.05 0.11
H -4.50 1.03 -0.25 0.09
H -3.14 -0.64 -1.29 0.09
H -1.50 -2.82 0.06 0.08
H -1.51 -2.32 -1.61 0.08
H -3.39 -4.16 -0.11 0.12
H -2.69 -4.37 -1.69 0.11
H -5.11 -3.91 -1.92 0.12
H -4.22 -2.55 -2.56 0.08
H -5.92 -2.72 -0.08 0.12
H -5.68 -1.38 -1.17 0.11
H -3.95 -2.23 1.17 0.11
H -4.65 -0.67 0.83 0.09
H -0.84 0.16 2.61 0.08
H -3.81 0.25 2.42 0.08
H -2.70 1.14 3.42 0.12
H -3.80 -1.66 3.90 0.11
H -3.95 -0.25 4.91 0.12
H -2.24 -1.74 5.87 0.11
H -1.47 -0.28 5.29 0.11
H -1.12 -3.08 4.32 0.12
H -0.04 -1.71 4.20 0.09
H -2.31 -2.47 2.33 0.10
H -0.62 -2.24 1.96 0.07
C -1.95 -2.37 -4.51 -0.02
C -1.98 -0.84 -4.64 -0.56
C -1.38 -0.41 -5.99 -0.03
C -3.42 -0.31 -4.52 -0.01
C -1.19 -0.31 -3.52 -0.10
N -0.59 -0.02 -2.58 0.12
H -2.50 -2.80 -5.34 0.10
H -2.41 -2.70 -3.58 0.06
H -0.92 -2.74 -4.54 0.10
H -1.94 -0.91 -6.78 0.10
H -0.33 -0.70 -6.07 0.09
H -1.47 0.66 -6.15 0.08
H -4.02 -0.75 -5.31 0.10
H -3.45 0.78 -4.62 0.10
H -3.86 -0.58 -3.56 0.07
C 3.20 3.31 -3.79 -0.22
Ge 1.69 2.08 -3.71 0.74
C 0.16 2.87 -4.65 -0.20
C 2.21 0.34 -4.46 -0.22
C 1.41 1.85 -1.77 -0.44
H 3.46 3.53 -4.83 0.02
H 4.08 2.88 -3.31 0.02
H 2.96 4.25 -3.29 0.02
H 0.51 3.44 -5.51 0.03
H -0.42 3.52 -4.01 0.02
H -0.49 2.07 -5.02 -0.02
H 2.42 0.40 -5.53 0.03
H 1.42 -0.38 -4.30 -0.02
H 3.10 -0.02 -3.95 0.02
H 1.91 2.71 -1.31 -0.08
```

---

Record 2
This record from OMol25 describes 13 unconnected molecules or ions with the total composition C46H74O32S4 at a distorted geometry. The level of theory is wB97M-V/def2-TZVPD.

Spin multiplicity = 1
Electronic energy = -157755.8507 eV
Total charge = -2
Relative energy (zero: lowest compared OMol25 entry of this formula, charge and spin) = 125.9 kcal per mole
E_HOMO = -0.87 eV
F_max = 0.122 Eh/bohr

Geometry as XYZ:
```
156
Properties=species:S:1:pos:R:3:lowdin_charge:R:1
C 0.35 -1.31 1.25 -0.05
C 0.49 0.00 1.62 -0.47
C 0.30 1.14 0.63 -0.42
O 0.26 2.37 0.99 -0.13
C 0.07 0.88 -0.72 -0.06
C 0.11 -0.45 -1.29 -0.38
C 0.24 -1.69 -0.21 -0.37
O 0.25 -2.79 -0.71 -0.05
O 0.09 -0.53 -2.53 -0.10
O 0.49 0.19 2.86 -0.11
H 0.44 -2.14 1.94 0.07
H -0.11 1.69 -1.41 0.08
C -5.95 7.13 3.84 -0.03
C -5.75 6.20 5.05 -0.30
C -4.32 5.86 5.54 -0.07
O -4.29 6.24 6.93 0.07
C -5.49 6.78 7.28 -0.54
O -5.78 7.23 8.35 0.15
O -6.39 6.73 6.24 0.07
H -7.03 7.16 3.70 0.08
H -5.59 6.75 2.88 0.08
H -5.48 8.11 3.91 0.08
H -6.21 5.29 4.66 0.14
H -3.58 6.38 4.92 0.13
H -4.12 4.81 5.32 0.13
C 4.08 -8.35 2.10 -0.02
C 3.40 -8.25 3.49 -0.31
C 1.93 -8.80 3.38 -0.05
O 2.09 -10.10 3.96 0.09
C 3.24 -10.22 4.54 -0.55
O 3.58 -11.27 5.14 0.08
O 4.00 -9.09 4.44 0.09
H 4.13 -9.34 1.64 0.09
H 5.05 -7.84 2.07 0.08
H 3.40 -7.74 1.50 0.08
H 3.38 -7.22 3.84 0.15
H 1.55 -8.89 2.36 0.13
H 1.36 -8.10 4.01 0.13
C 1.57 -11.19 -5.46 -0.03
C 1.34 -10.79 -4.03 -0.32
C -0.01 -10.97 -3.42 -0.07
O 0.16 -12.00 -2.44 0.11
C 1.41 -12.30 -2.31 -0.55
O 1.85 -13.29 -1.68 0.09
O 2.12 -11.67 -3.26 0.08
H 2.46 -10.72 -5.88 0.09
H 0.86 -10.69 -6.13 0.08
H 1.49 -12.25 -5.72 0.10
H 1.74 -9.78 -3.91 0.16
H -0.77 -11.27 -4.14 0.14
H -0.44 -10.09 -2.94 0.14
C -5.84 -5.30 -4.40 -0.02
C -6.50 -4.16 -5.15 -0.37
C -5.54 -3.50 -6.13 -0.06
O -6.41 -3.31 -7.30 0.06
C -7.60 -3.95 -7.09 -0.46
O -8.59 -3.94 -7.86 0.08
O -7.59 -4.60 -5.88 0.08
H -5.01 -4.86 -3.86 0.10
H -5.46 -6.13 -4.99 0.09
H -6.51 -5.87 -3.76 0.08
H -6.79 -3.33 -4.50 0.15
H -4.62 -4.06 -6.32 0.13
H -5.33 -2.52 -5.71 0.13
C -6.52 -1.06 1.86 -0.03
C -6.04 -2.47 2.29 -0.24
C -5.55 -2.53 3.77 -0.11
O -6.35 -3.52 4.33 0.04
C -7.35 -3.96 3.45 -0.58
O -8.14 -4.79 3.67 0.18
O -7.27 -3.27 2.33 0.07
H -6.78 -1.21 0.82 0.08
H -5.75 -0.30 1.73 0.09
H -7.36 -0.71 2.46 0.09
H -5.41 -2.92 1.54 0.16
H -5.65 -1.63 4.38 0.13
H -4.48 -2.74 3.81 0.13
C 5.44 5.62 -4.03 0.00
C 6.38 6.80 -3.74 -0.36
C 6.63 7.07 -2.30 -0.11
O 8.06 6.94 -2.20 0.06
C 8.56 6.48 -3.42 -0.48
O 9.68 5.98 -3.65 0.11
O 7.62 6.58 -4.35 0.09
H 4.50 5.80 -3.52 0.09
H 5.94 4.67 -3.83 0.10
H 5.25 5.69 -5.10 0.08
H 6.04 7.74 -4.17 0.15
H 6.06 6.37 -1.69 0.13
H 6.28 8.04 -1.95 0.13
C -3.51 0.93 10.86 0.00
C -1.95 0.78 11.15 -0.33
C -1.22 2.05 11.41 -0.11
O -0.60 1.87 12.65 0.07
C -0.72 0.58 13.02 -0.44
O -0.15 0.08 14.05 0.06
O -1.64 -0.06 12.22 0.09
H -3.89 1.69 10.18 0.08
H -3.96 1.22 11.81 0.08
H -4.00 -0.02 10.61 0.07
H -1.49 0.30 10.28 0.15
H -1.85 2.94 11.52 0.14
H -0.40 2.16 10.71 0.14
C 3.06 9.59 4.03 -0.03
C 3.10 8.69 5.27 -0.30
C 3.79 7.33 5.04 -0.06
O 4.93 7.46 5.88 0.07
C 4.91 8.56 6.64 -0.59
O 5.74 8.92 7.46 0.12
O 3.97 9.32 6.20 0.11
H 4.09 9.69 3.68 0.09
H 2.74 10.58 4.34 0.08
H 2.43 9.21 3.22 0.09
H 2.08 8.40 5.50 0.15
H 4.11 7.21 4.01 0.14
H 3.23 6.47 5.41 0.14
C -3.96 6.54 -4.71 -0.27
S -5.77 6.57 -4.39 0.84
O -6.52 7.05 -5.64 -0.60
C -6.09 4.75 -4.28 -0.26
H -3.77 7.40 -5.36 0.04
H -3.66 5.67 -5.29 0.05
H -3.38 6.68 -3.80 0.05
H -5.28 4.50 -3.60 0.04
H -6.13 4.08 -5.14 0.06
H -6.98 4.49 -3.69 0.04
C 5.23 -4.57 -7.50 -0.27
S 6.47 -5.49 -6.50 0.83
O 7.89 -5.15 -6.98 -0.60
C 6.34 -4.47 -4.96 -0.26
H 5.67 -3.59 -7.65 0.05
H 4.28 -4.46 -6.97 0.05
H 5.15 -5.10 -8.45 0.04
H 5.29 -4.22 -4.78 0.04
H 6.86 -3.52 -5.04 0.06
H 6.67 -4.99 -4.06 0.05
C -3.05 5.11 -11.05 -0.27
S -2.86 3.29 -11.25 0.84
O -2.35 3.18 -12.69 -0.60
C -1.35 3.04 -10.13 -0.24
H -3.74 5.48 -11.81 0.04
H -2.09 5.62 -11.17 0.05
H -3.47 5.35 -10.08 0.04
H -0.63 3.85 -10.07 0.04
H -0.85 2.13 -10.47 0.05
H -1.73 3.00 -9.11 0.04
C 8.99 1.36 1.25 -0.28
S 8.87 -0.12 2.32 0.81
O 9.29 -1.29 1.45 -0.59
C 6.99 -0.04 2.39 -0.24
H 8.69 2.26 1.79 0.05
H 8.44 1.11 0.34 0.05
H 10.02 1.60 0.99 0.04
H 6.61 -0.10 1.37 0.05
H 6.61 0.90 2.81 0.05
H 6.60 -0.81 3.06 0.05
```

---

Record 3
This record from OMol25 describes 14 unconnected molecules or ions with the total composition C46H78N6O20S2 at a distorted geometry. The level of theory is wB97M-V/def2-TZVPD.

Spin multiplicity = 1
Electronic energy = -120519.2347 eV
Total charge = 0
E_HOMO = -8.77 eV
F_max = 0.093 Eh/bohr

Geometry as XYZ:
```
152
Properties=species:S:1:pos:R:3:lowdin_charge:R:1
C -10.82 -4.54 2.22 -0.13
C -10.48 -6.02 2.55 -0.12
O -9.19 -6.21 2.01 0.07
C -8.76 -5.00 1.57 -0.57
O -7.78 -4.82 0.91 0.17
O -9.56 -4.01 1.99 0.06
H -11.26 -4.15 3.13 0.13
H -11.39 -4.45 1.29 0.14
H -11.26 -6.55 2.00 0.12
H -10.46 -6.43 3.56 0.13
C 8.67 -3.73 -3.31 -0.09
C 10.02 -3.82 -2.48 -0.12
O 10.99 -3.66 -3.51 0.03
C 10.43 -3.58 -4.78 -0.47
O 11.09 -3.51 -5.82 0.11
O 9.08 -3.55 -4.66 0.06
H 8.19 -2.80 -3.00 0.13
H 8.16 -4.66 -3.04 0.12
H 10.08 -4.72 -1.87 0.12
H 10.10 -2.98 -1.79 0.12
C 1.21 9.20 1.86 -0.14
C 0.84 10.09 0.72 -0.17
O 1.09 9.31 -0.38 0.08
C 1.92 8.30 -0.06 -0.52
O 2.37 7.49 -0.84 0.15
O 2.18 8.36 1.28 0.06
H 0.36 8.62 2.20 0.13
H 1.64 9.73 2.71 0.14
H 1.38 11.04 0.70 0.14
H -0.23 10.30 0.80 0.14
C -2.83 -10.67 6.46 -0.15
C -3.91 -9.91 5.71 -0.14
O -3.21 -9.06 4.86 0.08
C -1.92 -9.02 5.21 -0.48
O -1.07 -8.26 4.73 0.13
O -1.73 -9.83 6.33 0.03
H -2.44 -11.53 5.92 0.13
H -3.00 -10.92 7.50 0.14
H -4.58 -9.36 6.37 0.13
H -4.57 -10.58 5.15 0.13
C -3.03 -2.77 -5.61 -0.14
C -3.32 -4.25 -5.87 -0.10
O -1.98 -4.83 -5.98 0.06
C -1.12 -3.81 -6.23 -0.54
O 0.07 -3.95 -6.41 0.14
O -1.85 -2.67 -6.34 0.05
H -2.78 -2.67 -4.56 0.13
H -3.86 -2.15 -5.96 0.14
H -3.98 -4.32 -6.74 0.13
H -3.76 -4.74 -5.00 0.13
C 9.23 -2.41 5.68 -0.12
C 8.71 -3.83 5.61 -0.20
O 8.40 -4.17 6.87 0.09
C 8.08 -3.07 7.55 -0.49
O 7.75 -3.03 8.74 0.13
O 8.58 -1.98 6.86 0.04
H 8.92 -1.67 4.94 0.14
H 10.31 -2.41 5.80 0.13
H 9.40 -4.51 5.11 0.14
H 7.85 -3.84 4.95 0.13
C 10.52 5.64 2.59 -0.10
C 9.34 4.69 2.41 -0.29
C 9.00 4.34 0.99 -0.22
C 9.98 3.59 0.21 -0.21
N 10.74 2.96 -0.40 0.14
H 10.31 6.65 2.24 0.08
H 11.44 5.22 2.19 0.08
H 10.58 5.71 3.67 0.07
H 8.48 5.16 2.89 0.11
H 9.44 3.71 2.88 0.11
H 8.77 5.31 0.55 0.12
H 8.04 3.82 1.06 0.12
C -4.38 6.58 -4.06 -0.12
C -3.71 6.11 -5.33 -0.25
C -3.88 4.57 -5.64 -0.17
C -5.12 4.17 -6.31 -0.23
N -6.14 3.91 -6.82 0.13
H -4.37 7.66 -3.92 0.07
H -4.02 6.11 -3.14 0.07
H -5.43 6.28 -4.02 0.07
H -2.68 6.45 -5.42 0.10
H -4.15 6.68 -6.15 0.10
H -3.74 4.08 -4.68 0.11
H -3.15 4.24 -6.38 0.11
C 0.09 1.08 0.47 -0.12
C -0.28 -0.33 0.85 -0.30
C 0.70 -1.32 0.29 -0.20
C 2.01 -0.87 0.78 -0.23
N 3.07 -0.57 1.17 0.14
H 0.93 1.36 1.11 0.07
H -0.75 1.68 0.82 0.07
H 0.22 1.32 -0.58 0.09
H -1.25 -0.54 0.41 0.11
H -0.47 -0.50 1.91 0.12
H 0.67 -1.27 -0.79 0.12
H 0.30 -2.29 0.58 0.12
C -12.10 1.05 -4.83 -0.11
C -11.98 1.81 -3.51 -0.25
C -11.25 1.07 -2.35 -0.20
C -9.80 1.09 -2.41 -0.23
N -8.63 1.05 -2.49 0.13
H -12.29 1.72 -5.67 0.07
H -12.98 0.41 -4.73 0.07
H -11.34 0.31 -5.09 0.07
H -12.99 2.11 -3.24 0.10
H -11.42 2.73 -3.66 0.10
H -11.54 0.04 -2.18 0.12
H -11.58 1.49 -1.40 0.11
C 2.57 -12.07 -4.93 -0.13
C 2.89 -10.94 -5.89 -0.23
C 3.86 -9.90 -5.17 -0.18
C 3.30 -9.13 -4.07 -0.26
N 2.81 -8.58 -3.22 0.15
H 2.24 -11.66 -3.98 0.07
H 3.36 -12.79 -4.72 0.07
H 1.84 -12.75 -5.37 0.07
H 2.02 -10.35 -6.17 0.11
H 3.34 -11.36 -6.79 0.10
H 4.15 -9.10 -5.86 0.11
H 4.79 -10.42 -4.95 0.11
C -8.08 5.85 6.11 -0.11
C -7.76 4.33 5.83 -0.20
C -6.44 4.16 4.97 -0.17
C -5.22 4.73 5.55 -0.25
N -4.30 5.23 6.06 0.13
H -7.17 6.40 6.37 0.06
H -8.78 5.94 6.95 0.07
H -8.41 6.45 5.26 0.07
H -8.69 3.94 5.41 0.10
H -7.62 3.90 6.83 0.10
H -6.46 4.67 4.01 0.11
H -6.14 3.11 4.84 0.11
C 3.04 3.97 7.00 -0.27
S 3.79 3.82 8.68 0.86
O 4.79 4.98 8.79 -0.61
C 2.42 4.55 9.67 -0.27
H 2.53 4.91 6.80 0.05
H 2.38 3.10 6.96 0.04
H 3.75 3.81 6.19 0.05
H 1.79 3.75 10.07 0.03
H 1.74 5.26 9.20 0.05
H 2.83 4.90 10.62 0.05
C 4.14 4.05 -6.97 -0.27
S 5.51 5.14 -7.52 0.83
O 5.68 4.92 -9.02 -0.58
C 4.61 6.79 -7.29 -0.24
H 4.21 3.05 -7.39 0.05
H 3.23 4.46 -7.42 0.04
H 3.97 4.16 -5.90 0.05
H 3.81 6.89 -6.56 0.05
H 4.12 6.96 -8.25 0.04
H 5.39 7.55 -7.24 0.03
```

---

Question: Among the records above, which one has the lowest F_max?
Answer: C46H74GeNOsP2Si

---

Question: Which value of electronic energy does entry 1 give?
Answer: -135829.0909 eV

---

Question: What is the formula in the first record?
Answer: C46H74GeNOsP2Si

---

Question: The highest E_HOMO belongs to which entry?
Answer: C46H74O32S4